Record 1
{
  "formula": "C19H28Br2Cl2NO5PTi",
  "method": "wB97M-V/def2-TZVPD",
  "symbols": ["C", "C", "C", "O", "C", "C", "O", "C", "C", "Br", "O", "C", "C", "C", "C", "O", "Cl", "C", "C", "C", "Cl", "P", "O", "Br", "C", "C", "C", "C", "C", "N", "H", "H", "H", "H", "H", "H", "H", "H", "H", "H", "H", "H", "H", "H", "H", "H", "H", "H", "H", "H", "H", "H", "H", "H", "H", "H", "H", "H", "Ti"],
  "xyz": [[-1.439, 3.137, 1.736], [-0.590, 2.979, 2.997], [0.898, 2.829, 2.683], [1.441, 1.826, 3.552], [2.335, 0.938, 2.920], [1.573, -0.270, 2.315], [1.736, -0.232, 0.877], [0.549, -0.009, 0.161], [0.774, -0.680, -1.188], [2.382, -0.016, -2.032], [-0.388, -0.762, -1.985], [-0.813, 0.288, -2.831], [-0.674, 1.723, -2.321], [-0.229, 0.179, -4.258], [-1.033, 0.958, -5.265], [-0.979, 2.142, -5.446], [-2.183, -0.019, -6.324], [-2.339, 0.009, -3.027], [-3.007, -0.640, -1.840], [-3.179, 0.178, -0.598], [-4.791, -0.973, -2.442], [1.222, -2.493, -0.785], [0.968, -3.151, -2.238], [-0.541, -3.198, 0.412], [2.182, -1.576, 2.785], [3.513, -1.774, 2.582], [4.080, -2.960, 2.959], [3.239, -3.884, 3.528], [1.937, -3.571, 3.713], [1.346, -2.430, 3.359], [-1.170, 4.045, 1.209], [-2.485, 3.167, 2.015], [-1.252, 2.271, 1.103], [-0.891, 2.067, 3.499], [-0.723, 3.810, 3.679], [1.431, 3.747, 2.902], [1.056, 2.533, 1.649], [2.932, 1.428, 2.151], [3.017, 0.619, 3.694], [0.542, -0.192, 2.636], [0.432, 1.070, 0.053], [-0.308, -0.466, 0.648], [-1.289, 2.351, -2.951], [-1.033, 1.871, -1.313], [0.328, 2.111, -2.432], [-0.174, -0.866, -4.538], [0.777, 0.578, -4.321], [-2.451, -0.694, -3.845], [-2.859, 0.909, -3.321], [-2.616, -1.623, -1.636], [-2.225, 0.466, -0.183], [-3.666, -0.438, 0.153], [-3.839, 1.021, -0.750], [0.115, -2.882, -2.605], [4.109, -1.003, 2.127], [5.124, -3.161, 2.814], [3.603, -4.848, 3.831], [1.306, -4.306, 4.190], [-5.778, -2.139, -4.458]],
  "mulliken_charge": [-0.871, -0.496, -0.330, -0.469, -1.002, 0.743, -0.218, -0.345, 0.211, -0.013, -0.151, 0.846, -1.752, -0.827, 0.370, -0.378, -0.240, -1.500, 0.647, -1.082, -0.260, 0.183, -0.479, -0.236, 0.135, -0.701, -0.630, -0.392, -0.335, -0.444, 0.356, 0.414, 0.033, 0.298, 0.359, 0.397, 0.114, 0.441, 0.392, 0.478, -0.090, 0.583, 0.696, 0.329, 0.436, 0.500, 0.523, 0.723, 0.523, 0.311, -0.114, 0.494, 0.413, 0.295, 0.453, 0.465, 0.417, 0.433, 1.344],
  "largest_force_ev_per_a": 2.50,
  "homo_lumo_gap_ev": 1.39,
  "total_charge": 2,
  "e_above_lowest_kcal_mol": 15.63,
  "energy_ev": -229396.309,
  "homo_energy_ev": -12.866
}

=====

Record 2
{
  "formula": "C19H28BrIrO2",
  "method": "wB97M-V/def2-TZVPD",
  "symbols": ["O", "C", "C", "H", "H", "C", "H", "H", "C", "H", "H", "H", "C", "H", "H", "H", "Ir", "C", "C", "C", "H", "C", "C", "H", "H", "H", "H", "C", "C", "C", "H", "C", "C", "H", "H", "H", "H", "O", "C", "C", "H", "H", "C", "H", "H", "C", "H", "H", "H", "H", "Br"],
  "xyz": [[-0.670, -0.113, -5.280], [-1.130, 1.065, -6.057], [-0.699, 0.499, -7.389], [-0.623, 1.964, -5.711], [-2.219, 1.167, -6.067], [-0.449, -0.788, -6.558], [0.150, 0.988, -7.853], [-1.536, 0.444, -8.082], [0.924, -1.395, -6.705], [1.699, -0.624, -6.779], [0.925, -1.990, -7.629], [1.134, -2.072, -5.878], [-1.582, -1.762, -6.783], [-2.463, -1.199, -7.089], [-1.817, -2.322, -5.876], [-1.306, -2.462, -7.570], [-0.520, -0.401, -1.474], [-2.491, -0.354, -0.654], [-2.168, 1.043, -0.750], [-1.867, 1.350, -2.101], [-2.096, 1.720, 0.085], [-2.035, 0.157, -2.858], [-2.469, -0.891, -1.988], [-2.721, -1.894, -2.304], [-2.726, -0.898, 0.252], [-1.552, 2.322, -2.475], [-1.938, 0.050, -3.920], [0.139, -2.007, -0.103], [-0.058, -2.362, -1.500], [1.001, -1.689, -2.246], [-0.790, -3.022, -1.930], [1.890, -1.093, -1.289], [1.386, -1.327, 0.009], [1.815, -1.015, 0.951], [-0.512, -2.286, 0.719], [1.145, -1.791, -3.311], [2.794, -0.546, -1.544], [2.445, 1.355, -5.344], [2.446, 0.674, -4.065], [1.238, 1.254, -3.326], [3.335, 0.924, -3.437], [2.478, -0.414, -4.219], [1.366, 2.744, -3.626], [1.304, 1.092, -2.238], [0.295, 0.861, -3.754], [2.103, 2.737, -4.978], [1.999, 3.115, -2.797], [0.392, 3.264, -3.630], [3.078, 3.243, -4.865], [1.520, 3.204, -5.796], [0.711, 1.608, -0.068]],
  "mulliken_charge": [-0.404, -0.219, -1.078, 0.064, 0.351, 1.379, 0.327, 0.310, -1.636, 0.285, 0.522, 0.268, -1.599, 0.409, 0.205, 0.455, 1.055, -0.239, -0.941, -0.081, 0.440, 0.039, -1.248, 0.622, 0.516, 0.274, 0.536, -0.443, -1.323, 0.061, 0.704, -0.170, -0.580, 0.406, 0.473, 0.530, 0.302, -0.422, -0.952, 3.298, 0.396, 0.206, -1.043, -1.121, -1.263, -0.603, 0.429, 0.211, 0.337, 0.319, -0.365],
  "largest_force_ev_per_a": 6.08,
  "homo_lumo_gap_ev": [5.74, 7.14],
  "total_charge": 0,
  "e_above_lowest_kcal_mol": 3.37,
  "spin_multiplicity": 5,
  "energy_ev": -97125.610,
  "s_squared": 6.0258,
  "homo_energy_ev": [-5.316, -8.542]
}